#P
Here is C4H10O2 in the gas phase from the Open Molecules 2025 dataset. Energies are from wB97M-V/def2-TZVPD.

## Properties
HOMO level (eV): -10.0860
Charge: 0
Multiplicity: 1

Last columns: bonded neighbours and bond lengths (Å).
CARTESIAN COORDINATES (ANGSTROEM)
1 O 1.35474 0.30702 -1.63404  C6 1.519, H15 0.974
2 O 1.49325 1.10087 1.30860  C5 1.414, H16 0.968
3 C -1.69310 -0.55763 0.03168  C4 1.530, H12 1.096, H13 1.098, H14 1.098
4 C -0.25835 -0.02610 0.03826  C3 1.530, C5 1.533, C6 1.526, H11 1.111
5 C 0.15643 0.64259 1.35448  O2 1.414, C4 1.533, H8 1.100, H9 1.104
6 C 0.86520 -0.76842 -0.67918  O1 1.519, C4 1.526, H7 1.092, H10 1.097
7 H 1.74874 -0.95920 -0.06568  C6 1.092
8 H 0.09484 -0.01662 2.23230  C5 1.100
9 H -0.55056 1.47196 1.53231  C5 1.104
10 H 0.53495 -1.67638 -1.19958  C6 1.097
11 H -0.12956 0.73709 -0.75926  C4 1.111
12 H -1.91955 -1.05284 -0.92000  C3 1.096
13 H -1.93890 -1.25682 0.84241  C3 1.098
14 H -2.38280 0.29222 0.12322  C3 1.098
15 H 1.00432 0.27648 -2.54242  O1 0.974
16 H 1.63418 1.48995 0.43351  O2 0.968

---

#Q
Here is C4H10O2 in the gas phase from the Open Molecules 2025 dataset. Energies are from wB97M-V/def2-TZVPD.

## Properties
HOMO level (eV): -10.1277
Charge: 0
Multiplicity: 1

Last columns: bonded neighbours and bond lengths (Å).
CARTESIAN COORDINATES (ANGSTROEM)
1 O 2.21861 0.38818 -0.11523  C4 1.405, H9 0.970
2 O 0.28441 -0.45956 1.47752  C5 1.438, H16 0.964
3 C -1.26875 -1.01207 -0.31952  C5 1.531, H11 1.095, H13 1.094, H14 1.096
4 C 1.14190 -0.32627 -0.66639  O1 1.405, C5 1.531, H8 1.095, H10 1.102
5 C -0.13350 -0.09764 0.14970  O2 1.438, C3 1.531, C4 1.531, C6 1.527
6 C -0.53872 1.37454 0.12646  C5 1.527, H7 1.096, H12 1.099, H15 1.094
7 H -0.87290 1.67611 -0.87271  C6 1.096
8 H 1.00262 0.01739 -1.69722  C4 1.095
9 H 2.16053 0.19806 0.83404  O1 0.970
10 H 1.34917 -1.40888 -0.68578  C4 1.102
11 H -1.92300 -1.25578 0.52355  C3 1.095
12 H -1.36923 1.55719 0.82197  C6 1.099
13 H -1.87446 -0.53192 -1.09434  C3 1.094
14 H -0.87877 -1.95372 -0.72148  C3 1.096
15 H 0.31500 1.99863 0.40854  C6 1.094
16 H -0.29746 -0.01418 2.10401  O2 0.964

---

Of them, #Q has the highest stability.

---

#P
Here is 2 unconnected molecules or ions with the total composition C4H10O2 from the Open Molecules 2025 dataset. Energies are from wB97M-V/def2-TZVPD.

## Properties
HOMO level (eV): -10.2827
Charge: 0
Multiplicity: 1

Last columns: bonded neighbours and bond lengths (Å).
CARTESIAN COORDINATES (ANGSTROEM)
1 O 2.48532 0.52281 -0.75971  C5 1.396, H13 0.976
2 O 0.24030 -0.65570 -1.30263  C3 1.216
3 C 0.15109 0.14778 -0.39401  O2 1.216, C4 1.509, C5 1.523
4 C -1.11988 0.34427 0.39454  C3 1.509, C6 1.523, H14 1.099, H16 1.099
5 C 1.37266 0.99470 -0.06140  O1 1.396, C3 1.523, H7 1.103, H9 1.099
6 C -2.25050 -0.55214 -0.09387  C4 1.523, H8 1.094, H10 1.093, H11 1.093
7 H 1.14624 2.04072 -0.32623  C5 1.103
8 H -2.01572 -1.60514 0.08587  C6 1.094
9 H 1.55895 0.96983 1.02181  C5 1.099
10 H -2.39838 -0.43140 -1.17035  C6 1.093
11 H -3.18625 -0.31246 0.41856  C6 1.093
12 H 2.30590 -1.27041 0.66467  H15 0.745
13 H 2.11627 -0.10792 -1.40610  O1 0.976
14 H -1.39178 1.40728 0.33418  C4 1.099
15 H 1.87837 -1.65219 1.14060  H12 0.745
16 H -0.89260 0.15997 1.45408  C4 1.099

---

#Q
Here is 2 unconnected molecules or ions with the total composition C4H10O2 from the Open Molecules 2025 dataset. Energies are from wB97M-V/def2-TZVPD.

## Properties
HOMO level (eV): -9.9232
Charge: 0
Multiplicity: 1

Last columns: bonded neighbours and bond lengths (Å).
CARTESIAN COORDINATES (ANGSTROEM)
1 O -1.44874 -1.14345 0.72921  C5 1.405, H8 1.048
2 O 0.45423 -1.90457 -0.54467  C3 1.226
3 C 0.55329 -0.70919 -0.28987  O2 1.226, C4 1.486, C5 1.540
4 C 1.67316 0.06650 -0.88373  C3 1.486, H10 1.095, H12 1.090, H15 1.092
5 C -0.39333 -0.22035 0.82253  O1 1.405, C3 1.540, C6 1.533, H11 1.100
6 C -0.75807 1.26778 0.88082  C5 1.533, H7 1.093, H9 1.095, H13 1.100
7 H -1.36419 1.60185 0.03471  C6 1.093
8 H -0.90280 -1.89794 0.24816  O1 1.048
9 H -1.31680 1.48489 1.79730  C6 1.095
10 H 2.52578 -0.11992 -0.22278  C4 1.095
11 H 0.17814 -0.45475 1.73328  C5 1.100
12 H 1.49234 1.13892 -0.95392  C4 1.090
13 H 0.15382 1.88202 0.91258  C6 1.100
14 H -1.14737 -0.16673 -1.46351  H16 0.757
15 H 1.90228 -0.35845 -1.86333  C4 1.092
16 H -1.60174 -0.46660 -0.93680  H14 0.757

---

#R
Here is C4H10O2 in the gas phase from the Open Molecules 2025 dataset. Energies are from wB97M-V/def2-TZVPD.

## Properties
HOMO level (eV): -7.5802
Charge: 0
Multiplicity: 1

Last columns: bonded neighbours and bond lengths (Å).
CARTESIAN COORDINATES (ANGSTROEM)
1 O -1.24088 -0.02991 -1.67979  C6 1.742, H7 0.984, H14 1.152
2 O 0.62219 1.55773 -0.37263  C3 1.437, H16 0.965
3 C 1.46321 0.51629 0.14904  O2 1.437, C4 1.525, H12 1.100, H13 1.099
4 C 0.63535 -0.41027 1.03254  C3 1.525, C5 1.520, H8 1.098, H15 1.103
5 C -0.51026 -1.10661 0.31628  C4 1.520, C6 1.433, H9 1.088
6 C -1.66856 -0.33252 -0.01816  O1 1.742, C5 1.433, H10 1.092, H11 1.088
7 H -0.67441 0.76464 -1.55477  O1 0.984
8 H 1.33311 -1.15941 1.42935  C4 1.098
9 H -0.69242 -2.14342 0.59272  C5 1.088
10 H -1.78108 0.69361 0.33809  C6 1.092
11 H -2.61520 -0.84787 -0.16569  C6 1.088
12 H 1.90235 -0.05592 -0.68162  C3 1.100
13 H 2.27834 0.97100 0.72909  C3 1.099
14 H -0.53491 -0.82063 -1.22838  O1 1.152
15 H 0.29603 0.18125 1.89936  C4 1.103
16 H 1.18713 2.22205 -0.78544  O2 0.965

---

#S
Here is C4H10O2 in the gas phase from the Open Molecules 2025 dataset. Energies are from wB97M-V/def2-TZVPD.

## Properties
HOMO level (eV): -10.1170
Charge: 0
Multiplicity: 1

Last columns: bonded neighbours and bond lengths (Å).
CARTESIAN COORDINATES (ANGSTROEM)
1 O 1.41203 -0.03123 0.36182  C5 1.407, C6 1.413
2 O -0.91795 -0.80297 1.41054  C3 1.413, H8 0.969
3 C -0.89774 0.37960 0.63803  O2 1.413, C4 1.518, C6 1.524, H10 1.103
4 C -2.24802 0.51442 -0.04161  C3 1.518, H7 1.095, H15 1.094, H16 1.096
5 C 2.41710 -0.62277 -0.42446  O1 1.407, H9 1.100, H11 1.093, H13 1.101
6 C 0.24453 0.28975 -0.36706  O1 1.413, C3 1.524, H12 1.102, H14 1.102
7 H -2.31942 1.44656 -0.61256  C4 1.095
8 H 0.01004 -0.97149 1.63333  O2 0.969
9 H 2.79143 0.06517 -1.19671  C5 1.100
10 H -0.71989 1.25265 1.28877  C3 1.103
11 H 3.23879 -0.88670 0.24561  C5 1.093
12 H 0.37454 1.23518 -0.91726  C6 1.102
13 H 2.04731 -1.53433 -0.91850  C5 1.101
14 H 0.02222 -0.50819 -1.09385  C6 1.102
15 H -3.04011 0.50528 0.71232  C4 1.094
16 H -2.41487 -0.33093 -0.71841  C4 1.096

---

Of them, #S has the highest stability.

---

#P
Here is 2 unconnected molecules or ions with the total composition C4H10O2 from the Open Molecules 2025 dataset. Energies are from wB97M-V/def2-TZVPD.

## Properties
HOMO level (eV): -9.6742
Charge: 0
Multiplicity: 1

Last columns: bonded neighbours and bond lengths (Å).
CARTESIAN COORDINATES (ANGSTROEM)
1 O -0.78716 5.62309 0.89725  H8 0.984, H12 0.984
2 O -0.11357 1.09386 0.93425  C4 1.402, C6 1.443
3 C -2.05031 1.22628 -0.17143  C4 1.501, C5 1.465, H10 1.107, H15 1.107
4 C -0.91776 2.07193 0.33349  O2 1.402, C3 1.501, H7 1.107, H16 1.107
5 C -1.30366 0.11046 -0.75659  C3 1.465, C6 1.511, H9 1.107, H14 1.107
6 C 0.00000 0.00000 0.00000  O2 1.443, C5 1.511, H11 1.107, H13 1.107
7 H -0.36843 2.52435 -0.51445  C4 1.107
8 H -0.67340 6.46885 0.40735  O1 0.984
9 H -1.11516 0.40545 -1.80678  C5 1.107
10 H -2.69912 0.96807 0.68753  C3 1.107
11 H 0.76615 0.17145 -0.78043  C6 1.107
12 H -1.63936 5.25809 0.56743  O1 0.984
13 H 0.19797 -0.98989 0.45428  C6 1.107
14 H -1.90855 -0.81656 -0.77078  C5 1.107
15 H -2.64531 1.84807 -0.86770  C3 1.107
16 H -1.20459 2.88906 1.02304  C4 1.107

---

#Q
Here is 2 unconnected molecules or ions with the total composition C4H10O2 from the Open Molecules 2025 dataset. Energies are from wB97M-V/def2-TZVPD.

## Properties
HOMO level (eV): -9.7993
Charge: 0
Multiplicity: 1

Last columns: bonded neighbours and bond lengths (Å).
CARTESIAN COORDINATES (ANGSTROEM)
1 O 1.11203 -1.80803 -0.12198  C3 1.202
2 O -4.41826 -2.66647 -1.49985  H13 0.956, H16 0.949
3 C 1.57083 -0.70409 0.00189  O1 1.202, C4 1.532, H11 1.107
4 C 0.66553 0.52495 0.13024  C3 1.532, C5 1.527, C6 1.506, H7 1.093
5 C 1.37921 1.76643 -0.40007  C4 1.527, H8 1.082, H14 1.094, H15 1.084
6 C 0.20309 0.61279 1.56112  C4 1.506, H9 1.091, H10 1.095, H12 1.094
7 H -0.10738 0.29686 -0.60755  C4 1.093
8 H 1.63597 1.61962 -1.44119  C5 1.082
9 H 1.03887 0.58785 2.26143  C6 1.091
10 H -0.41942 -0.24703 1.83096  C6 1.095
11 H 2.65764 -0.49437 0.01747  C3 1.107
12 H -0.47808 1.43407 1.80160  C6 1.094
13 H -3.81128 -2.11692 -1.99277  O2 0.956
14 H 2.27537 2.07914 0.14404  C5 1.094
15 H 0.72046 2.62710 -0.36275  C5 1.084
16 H -4.02460 -3.51190 -1.32259  O2 0.949

---

#R
Here is 2 unconnected molecules or ions with the total composition C4H10O2 from the Open Molecules 2025 dataset. Energies are from wB97M-V/def2-TZVPD.

## Properties
HOMO level (eV): -10.0388
Charge: 0
Multiplicity: 1

Last columns: bonded neighbours and bond lengths (Å).
CARTESIAN COORDINATES (ANGSTROEM)
1 O 1.46953 0.34116 -1.47328  C3 1.213
2 O 0.94964 2.03691 0.70761  C4 1.404, H9 0.969
3 C 0.30939 0.00099 -1.36997  O1 1.213, C6 1.512, H12 1.111
4 C 0.17293 0.89766 0.97476  O2 1.404, C6 1.533, H10 1.095, H16 1.102
5 C -1.62585 -0.67729 0.07478  C6 1.528, H7 1.093, H13 1.096, H15 1.095
6 C -0.61567 0.42258 -0.25075  C3 1.512, C4 1.533, C5 1.528, H11 1.101
7 H -2.38104 -0.30818 0.77418  C5 1.093
8 H 2.15658 -2.09212 0.51775  H14 0.743
9 H 1.58368 1.76813 0.02573  O2 0.969
10 H -0.52935 1.16953 1.76919  C4 1.095
11 H -1.15639 1.29365 -0.65284  C6 1.101
12 H -0.13415 -0.65616 -2.14765  C3 1.111
13 H -1.14063 -1.54615 0.53381  C5 1.096
14 H 2.29576 -1.55884 0.01878  H8 0.743
15 H -2.15047 -1.02088 -0.82300  C5 1.095
16 H 0.78679 0.06552 1.35588  C4 1.102

---

Of them, #Q has the highest stability.